108
Properties=species:S:1:pos:R:3 method="wB97M-V/def2-TZVPD" total_charge=0 homo_lumo_gap_ev=10.055
O -1.0770 -1.5231 0.8080
S -1.3859 -0.1047 0.8573
O -0.2752 0.5385 1.9094
C 0.5853 1.4649 1.1650
B 0.4651 2.8746 1.9314
O 0.0675 4.0309 1.2390
O 0.7042 2.9281 3.3085
O -2.7719 0.0804 1.7274
C -3.7310 0.8696 1.0270
C -3.7317 2.3296 1.5084
O -3.5324 2.3922 2.9050
C -5.0290 3.0591 1.1645
F -5.2403 3.0850 -0.1545
F -4.9028 4.3425 1.5290
F -6.0923 2.5410 1.7501
H 0.2567 1.5833 0.1272
H 1.5968 1.0478 1.2190
H 0.8630 4.4182 0.8533
H 1.5483 3.3826 3.4229
H -3.5367 0.8185 -0.0538
H -4.6942 0.3663 1.1703
H -2.9087 2.9009 1.0675
H -4.1036 1.7200 3.2948
C -2.4491 6.3885 4.0761
Cl -2.7773 6.7768 2.3854
Cl -1.3329 5.0250 4.1602
Cl -1.7174 7.7807 4.9058
Cl -3.9675 5.9673 4.8807
C -0.7467 -5.0171 2.3736
Cl -0.9963 -3.6932 3.5123
Cl -2.0997 -5.0772 1.2328
Cl 0.7550 -4.7286 1.4877
Cl -0.6435 -6.5537 3.2434
C -5.1717 7.4780 -1.4347
Cl -5.3038 6.2608 -0.1636
Cl -5.1671 6.6772 -3.0132
Cl -6.5505 8.5841 -1.3379
Cl -3.6754 8.4072 -1.2383
C 5.0293 -3.8521 1.0630
Cl 5.8508 -5.2837 1.6963
Cl 3.6261 -4.3577 0.1072
Cl 4.4976 -2.8308 2.4026
Cl 6.1537 -2.9415 0.0361
C 3.2453 -8.2655 4.5326
Cl 2.3981 -9.3915 3.4632
Cl 4.1998 -7.1416 3.5573
Cl 2.0708 -7.3645 5.4994
Cl 4.3196 -9.1704 5.6119
C 2.6246 -1.2068 -2.7830
Cl 3.0774 -0.8959 -4.4644
Cl 2.2614 0.3292 -1.9777
Cl 1.1940 -2.2453 -2.7317
Cl 3.9593 -2.0081 -1.9459
C 9.5680 -1.3036 -1.8127
Cl 10.2108 -2.7058 -0.9490
Cl 9.7965 0.1502 -0.8327
Cl 10.4138 -1.1175 -3.3535
Cl 7.8406 -1.5436 -2.1147
C -0.8917 10.8556 1.2894
Cl -0.9566 9.6791 2.6052
Cl -0.9055 10.0157 -0.2711
Cl -2.2965 11.9208 1.3903
Cl 0.5907 11.8131 1.4299
C 6.4496 -9.6066 1.3478
Cl 7.7550 -9.8789 0.1860
Cl 5.2956 -8.4507 0.6689
Cl 5.6287 -11.1354 1.6858
Cl 7.1272 -8.9600 2.8509
C 0.1463 -1.0103 -7.1737
Cl -0.0757 0.2744 -5.9767
Cl -1.2796 -1.0966 -8.2153
Cl 1.5748 -0.6525 -8.1578
Cl 0.3681 -2.5566 -6.3480
C -1.4108 -5.7118 7.6843
Cl -1.5914 -4.4750 8.9354
Cl -2.8509 -5.7308 6.6588
Cl 0.0066 -5.3467 6.6935
Cl -1.2046 -7.2959 8.4436
C 11.9362 -8.8681 1.0059
Cl 11.6816 -8.2439 -0.6305
Cl 12.8201 -10.3978 0.9214
Cl 12.8737 -7.6962 1.9433
Cl 10.3698 -9.1326 1.7794
C -7.2527 -2.2260 0.3861
Cl -6.7737 -0.5250 0.2531
Cl -5.8516 -3.2523 0.0589
Cl -7.8483 -2.5401 2.0200
Cl -8.5289 -2.5689 -0.7868
C -6.2840 11.5115 2.9469
Cl -4.7524 11.7552 3.7955
Cl -6.0498 10.3968 1.5956
Cl -7.4863 10.8491 4.0610
Cl -6.8393 13.0710 2.3239
C 1.1220 -5.5274 -9.5082
Cl 1.5338 -3.8081 -9.5622
Cl 2.5619 -6.4904 -9.8642
Cl 0.5201 -5.9441 -7.8967
Cl -0.1301 -5.8733 -10.7058
C -3.3509 -8.5744 -11.3500
Cl -2.0091 -8.7866 -12.4834
Cl -4.5246 -7.4414 -12.0331
Cl -4.1337 -10.1340 -11.0635
Cl -2.7324 -7.9324 -9.8241
C -3.1721 15.9532 0.6826
Cl -1.8106 16.0480 1.8077
Cl -3.8396 17.5707 0.4243
Cl -2.6162 15.2896 -0.8596
Cl -4.4214 14.8997 1.3591

---

110
Properties=species:S:1:pos:R:3 method="wB97M-V/def2-TZVPD" total_charge=0 homo_lumo_gap_ev=9.493
C -0.0458 -1.8589 0.2721
C -1.4323 -1.3279 -0.2133
C -1.7171 -1.5382 -1.7473
I -2.2381 0.4025 -2.6181
B -0.5360 -2.2692 -2.5306
O -0.4040 -3.6615 -2.5374
B 0.9522 -3.9132 -2.2588
C 1.2453 -5.0000 -1.1085
N 1.0955 -6.4040 -1.6203
O 2.0105 -3.2435 -2.9004
B 1.7151 -1.8868 -2.9714
O 2.6337 -0.8326 -2.7110
C 3.7000 -1.0682 -3.4932
N 4.6225 -0.8978 -4.0615
O 0.4091 -1.5300 -3.2922
H 0.0141 -1.6309 1.3602
H 0.8255 -1.3624 -0.1978
H -0.0358 -2.9622 0.1979
H -2.2334 -1.8610 0.3429
H -1.5018 -0.2742 0.1041
H -2.6250 -2.1686 -1.8420
H 2.2763 -4.8215 -0.7484
H 0.4977 -4.8839 -0.2931
H 0.6397 -6.3663 -2.5297
H 2.0295 -6.7547 -1.8122
C 3.9341 4.6857 -3.2699
Cl 2.6414 3.5151 -3.6221
Cl 4.9176 4.1200 -1.9104
Cl 4.9611 4.8615 -4.6931
Cl 3.2114 6.2511 -2.8664
C -3.3700 2.3724 1.8383
Cl -2.5549 1.4349 3.1018
Cl -3.0685 1.5916 0.2722
Cl -5.1102 2.4118 2.1437
Cl -2.7559 4.0310 1.8422
C 1.7010 4.0398 0.8935
Cl 2.5316 3.0933 2.1410
Cl 2.0159 3.3484 -0.7004
Cl -0.0399 4.0292 1.1955
Cl 2.2938 5.7076 0.9285
C -1.8559 -1.5387 6.1125
Cl -1.2358 -0.0797 5.3231
Cl -0.6949 -2.0897 7.3274
Cl -3.4032 -1.1783 6.8918
Cl -2.0874 -2.8088 4.8998
C -8.2448 3.3834 -0.6523
Cl -9.6022 2.3409 -0.1991
Cl -6.7708 2.4132 -0.7574
Cl -8.5705 4.1341 -2.2221
Cl -8.0328 4.6453 0.5730
C 1.5616 -8.7942 1.8389
Cl 0.8620 -7.2834 2.4409
Cl 1.6183 -9.9832 3.1499
Cl 0.5710 -9.4241 0.5158
Cl 3.2034 -8.4827 1.2523
C -0.1836 7.8741 3.4078
Cl 0.4965 8.5295 1.9109
Cl -1.0223 6.3530 3.0575
Cl 1.1194 7.5738 4.5666
Cl -1.3282 9.0377 4.0936
C -3.3135 6.9879 -1.1976
Cl -2.0961 7.1928 0.0746
Cl -2.5228 6.4452 -2.6859
Cl -4.5088 5.7824 -0.6925
Cl -4.1254 8.5337 -1.4902
C 5.5099 -5.8672 3.4748
Cl 4.0555 -6.6170 4.1455
Cl 6.8399 -7.0351 3.4895
Cl 5.1937 -5.3555 1.8099
Cl 5.9507 -4.4579 4.4524
C 6.9514 -0.5005 -7.8030
Cl 6.8965 -1.8939 -8.8965
Cl 6.0624 0.8473 -8.5328
Cl 6.2177 -0.9363 -6.2520
Cl 8.6375 -0.0208 -7.5466
C -9.0491 -1.4616 0.9143
Cl -7.7377 -0.3344 1.2900
Cl -9.4372 -2.4146 2.3545
Cl -10.4863 -0.5563 0.4017
Cl -8.5431 -2.5422 -0.3901
C 5.5832 -4.8320 -2.1522
Cl 6.8845 -4.5796 -0.9776
Cl 6.2042 -5.7471 -3.5325
Cl 4.2635 -5.7386 -1.3885
Cl 4.9793 -3.2597 -2.7056
C 4.1302 10.7775 0.8493
Cl 4.8057 11.4379 -0.6450
Cl 3.2920 9.2573 0.5007
Cl 5.4379 10.4779 2.0047
Cl 2.9847 11.9352 1.5419
C -3.0423 -7.1489 1.7219
Cl -1.8119 -6.7250 0.5222
Cl -3.3659 -5.7468 2.7587
Cl -4.5347 -7.6257 0.8958
Cl -2.4671 -8.4952 2.7166
C -10.4223 -4.9663 -2.8164
Cl -8.6538 -4.9068 -2.9155
Cl -10.9071 -6.2606 -1.7111
Cl -11.0319 -3.4186 -2.2154
Cl -11.0911 -5.2817 -4.4243
C 7.5101 14.5666 -1.2935
Cl 8.7891 15.7330 -0.9226
Cl 7.1826 13.5731 0.1327
Cl 6.0377 15.4326 -1.7584
Cl 8.0289 13.5262 -2.6288
C 0.1339 -5.8393 6.0581
Cl 1.6150 -4.8714 5.9986
Cl -0.7123 -5.7142 4.5076
Cl 0.5472 -7.5319 6.3687
Cl -0.9135 -5.2396 7.3544

---

65
Properties=species:S:1:pos:R:3 method="wB97M-V/def2-TZVPD" total_charge=0 homo_lumo_gap_ev=6.329
Zr -0.4085 -1.0474 -0.8668
C 5.5317 3.1701 -0.8068
C 4.1824 2.5306 -0.6239
C 3.1303 3.1988 -0.0168
C 1.8993 2.5953 0.1435
C 1.6449 1.2856 -0.2817
N 0.3497 0.7195 -0.0801
C -0.4329 1.3304 0.9555
C 0.1179 1.5162 2.2189
C -0.5993 2.1383 3.2249
C -1.8946 2.5855 3.0030
C -2.6940 3.2551 4.0873
C -2.4647 2.3439 1.7588
C -1.7647 1.7059 0.7437
C -2.4143 1.2065 -0.5430
O -2.1670 -0.1532 -0.6392
C -1.8236 1.9124 -1.8198
F -0.9207 2.8484 -1.5301
F -2.7380 2.4883 -2.6009
F -1.1996 0.9820 -2.6031
C -3.9560 1.3433 -0.5532
F -4.4807 0.7114 0.4985
F -4.3609 2.6239 -0.5129
F -4.4682 0.7850 -1.6528
C 2.6890 0.6321 -0.9706
C 3.9250 1.2586 -1.1082
C 2.4292 -0.6836 -1.6848
O 1.5237 -1.4582 -1.0093
C 3.6695 -1.5975 -1.8800
F 3.2842 -2.7574 -2.4239
F 4.2256 -1.8543 -0.6959
F 4.6209 -1.0868 -2.6778
C 1.7882 -0.3693 -3.1093
F 0.5474 -1.0346 -3.1483
F 2.4553 -0.8068 -4.1602
F 1.5108 0.9079 -3.2927
H 5.6648 4.0069 -0.1222
H 5.6505 3.5513 -1.8232
H 6.3352 2.4551 -0.6281
H 3.2694 4.2133 0.3383
H 1.1039 3.1565 0.6094
H 1.1330 1.1852 2.3963
H -0.1420 2.2774 4.1974
H -2.0494 3.6023 4.8938
H -3.4224 2.5637 4.5157
H -3.2448 4.1123 3.6990
H -3.4888 2.6512 1.6047
H 4.7254 0.7477 -1.6233
F -0.5888 -2.9843 3.7779
C -1.2277 -3.7352 2.8954
F -0.3859 -4.6018 2.3522
F -2.2156 -4.3830 3.4899
S -1.9188 -2.6253 1.5988
O -0.6741 -2.0449 1.0119
O -2.7982 -1.7008 2.2153
N -2.5443 -3.6771 0.6367
S -2.8221 -3.3991 -0.8744
O -1.6330 -2.7831 -1.5200
O -4.0761 -2.8287 -1.2067
C -2.8023 -5.1259 -1.5124
F -1.5930 -5.6540 -1.3732
F -3.6838 -5.8498 -0.8421
F -3.1268 -5.0953 -2.7958
I 1.6420 -5.3379 -0.3177
I 4.1763 -5.9221 -0.9357

---

49
Properties=species:S:1:pos:R:3 method="wB97M-V/def2-TZVPD" s2=6.0350 spin_multiplicity=5 total_charge=+1 homo_lumo_gap_ev="7.492 / 5.885"
Os -0.1415 0.1236 -0.8706
O -0.5074 1.7384 -1.9022
N -1.5125 2.5323 -1.6046
N -1.8763 2.3899 -0.4090
O -1.3218 1.5353 0.3933
C -2.9481 3.2203 0.1006
C -3.3305 4.3532 -0.6024
C -4.3663 5.1148 -0.0915
C -4.9915 4.7457 1.0932
C -4.5835 3.6112 1.7786
C -3.5488 2.8325 1.2852
H -2.8280 4.6328 -1.5161
H -4.6813 6.0047 -0.6183
H -5.7982 5.3499 1.4852
H -5.0697 3.3287 2.7019
H -3.2126 1.9462 1.8018
Cl -2.1843 -6.3517 0.2006
C -2.1094 -4.6844 -0.2231
C -3.1542 -4.0999 -0.8816
C -3.1297 -2.7312 -1.2354
I -4.7383 -1.8683 -2.1993
C -2.0270 -1.9760 -0.9247
O -1.8991 -0.6644 -1.1750
C -0.9454 -2.5825 -0.2583
N 0.1094 -1.7507 0.0131
C 1.1407 -2.2171 0.7082
C 1.1939 -3.5417 1.1359
C 0.1621 -4.4007 0.8368
C -0.9556 -3.9292 0.1258
H -4.0215 -4.6943 -1.1329
H 1.9319 -1.5173 0.9396
H 2.0544 -3.8753 1.6963
H 0.1954 -5.4350 1.1519
O 2.4668 -1.3952 -2.2061
C 2.7567 -0.5054 -1.4490
N 1.8374 0.4690 -1.0339
S 2.4048 1.4099 0.2295
O 2.4990 2.7912 -0.0971
O 1.5624 1.0096 1.3397
C 3.9922 0.6580 0.2481
C 5.0781 0.9857 1.0351
C 6.2498 0.2719 0.8165
C 6.3199 -0.7175 -0.1626
C 5.2198 -1.0247 -0.9511
C 4.0494 -0.3180 -0.7348
H 5.0210 1.7634 1.7842
H 7.1247 0.4935 1.4123
H 7.2504 -1.2477 -0.3129
H 5.2622 -1.7833 -1.7210

---

45
Properties=species:S:1:pos:R:3 method="wB97M-V/def2-TZVPD" total_charge=+1 homo_lumo_gap_ev=5.242
O 3.1197 0.7690 2.4303
C 2.3506 0.1433 1.8689
Co 1.0774 -0.7597 0.9900
C 1.0052 -0.0304 -0.6652
O 0.9534 0.4703 -1.6860
C 1.4540 -2.5256 0.7541
O 1.6867 -3.6300 0.5976
C -0.4516 -0.9614 2.3479
C -0.6756 0.1826 1.4691
C -0.2112 1.5284 1.8856
C -0.4118 2.6271 1.0716
C 0.3496 3.8217 1.2097
C 0.1940 4.8375 0.3054
C -0.7224 4.7310 -0.7229
C -1.4907 3.5851 -0.8702
C -1.3403 2.5504 -0.0043
Co -2.0778 -1.3226 1.2106
C -1.8617 -3.1550 1.0072
O -1.7053 -4.2756 0.8816
C -2.4039 -0.6634 -0.4502
O -2.5753 -0.1810 -1.4664
C -3.4157 -0.7991 2.2957
O -4.2261 -0.4179 2.9985
H -0.8682 -0.7808 3.3398
H 0.4374 1.5949 2.7453
H 1.1285 3.8668 1.9580
H 0.8540 5.6899 0.3581
H -0.8118 5.5206 -1.4503
H -2.1645 3.4755 -1.7148
H -1.8772 1.6351 -0.1718
C 3.8492 4.7421 5.7943
C 3.0173 3.9836 5.0098
C 2.0490 3.1750 5.6234
C 1.9671 3.1622 7.0392
C 2.8230 3.9373 7.8304
C 3.7534 4.7205 7.1979
N 0.9520 2.2930 7.3542
C 0.4711 1.8274 6.1410
N 1.0953 2.3344 5.1079
H 4.5996 5.3677 5.3305
H 3.1071 3.9851 3.9372
H 2.7452 3.9076 8.9030
H 4.4268 5.3287 7.7817
H 0.6411 2.0496 8.2949
H -0.3371 1.1144 6.0667

---

50
Properties=species:S:1:pos:R:3 method="wB97M-V/def2-TZVPD" s2=2.0582 spin_multiplicity=3 total_charge=0 homo_lumo_gap_ev="5.939 / 5.151"
Mo -0.1948 -0.1636 -0.1079
O -2.5787 -0.4498 -3.6212
S -2.5493 -0.7595 -2.2218
O -1.9903 -2.0084 -1.8160
N -1.6380 0.4126 -1.4242
C -1.7335 1.7364 -1.8696
C -2.6751 2.3352 -2.6777
C -2.4589 3.6530 -3.1027
C -1.3000 4.3628 -2.7985
C -0.3372 3.7926 -1.9891
C 0.9718 4.3362 -1.7405
C 1.8586 3.6271 -1.0292
C 1.5139 2.3531 -0.3706
N 0.1846 1.8613 -0.6057
C -0.6139 2.5015 -1.4373
C -4.1935 -0.5419 -1.6260
C -5.1776 -1.2153 -2.3427
C -6.4977 -1.0997 -1.9427
C -6.8266 -0.3092 -0.8495
C -5.8374 0.3689 -0.1496
C -4.5088 0.2543 -0.5321
H -3.5430 1.7929 -3.0213
H -3.2036 4.1128 -3.7408
H -1.1317 5.3472 -3.2189
H 1.2342 5.2964 -2.1678
H 2.8515 4.0205 -0.8470
H 1.6803 2.4882 0.7053
H -4.9066 -1.8230 -3.1980
H -7.2707 -1.6291 -2.4863
H -7.8606 -0.2233 -0.5386
H -6.0948 0.9814 0.7052
H -3.7401 0.7735 0.0198
S 0.4133 -2.4246 0.3144
C -1.1845 -2.7084 0.9496
S -2.0219 -1.2245 1.2284
C -1.7057 -3.9385 1.1680
C -0.9482 -5.1334 0.9106
N -0.3304 -6.0835 0.7095
C -3.0562 -4.0743 1.6457
N -4.1444 -4.1604 2.0113
C 3.8741 1.1952 -0.7885
C 2.3898 1.0356 -0.6131
N 1.7830 -0.0590 -0.5119
H 4.2127 0.5780 -1.6210
H 4.3687 0.8316 0.1146
H 4.1712 2.2275 -0.9653
F 0.1304 -0.3224 2.9019
C 0.3495 0.5439 1.9070
F 1.6368 0.9333 2.1045
F -0.4028 1.6537 2.1919

---

41
Properties=species:S:1:pos:R:3 method="wB97M-V/def2-TZVPD" total_charge=-1 homo_lumo_gap_ev=3.647
F -2.8269 -4.6101 0.3250
C -1.6656 -4.0594 -0.1714
C -0.5443 -4.8820 -0.2731
C 0.6171 -4.2948 -0.7808
F 1.7407 -5.0810 -0.9194
C 0.6912 -2.9615 -1.1310
C -0.4378 -2.1090 -0.9163
C -0.2360 -0.7069 -1.0192
C -1.2607 0.2950 -1.0138
C -1.1745 1.4064 -1.9061
C -1.9911 2.4966 -1.6652
F -1.5291 3.7650 -2.1449
C -3.0185 2.5361 -0.7401
C -3.1218 1.4095 0.0732
F -4.0566 1.4280 1.0858
C -2.2975 0.2999 -0.0476
C -1.6682 -2.7195 -0.5369
H -0.5718 -5.9274 0.0171
H 1.6237 -2.5304 -1.4978
H 0.7292 -0.4087 -1.4475
H -0.4628 1.3869 -2.7390
H -3.6679 3.3989 -0.6262
H -2.4057 -0.5297 0.6487
H -2.5880 -2.1412 -0.4891
C 2.9548 -0.3752 0.9781
Na 0.4178 3.4190 -1.0641
C 1.8251 -1.1698 1.2493
C 0.6847 -0.3207 1.3058
C 1.1372 1.0421 1.2872
C 2.5496 1.0067 0.9713
C 3.2220 2.2110 0.7297
C 2.5558 3.4185 0.9395
C 1.2278 3.4459 1.4029
C 0.4905 2.2619 1.5296
H 3.9769 -0.7138 0.8237
H 1.8181 -2.2538 1.3625
H -0.3292 -0.6095 1.5885
H 4.2661 2.1733 0.4045
H 3.0895 4.3651 0.8043
H 0.7752 4.3899 1.7112
H -0.5388 2.2483 1.8914

---

no.,E (eV)
1,-905376.1508
2,-895801.2173
3,-126346.3994
4,-75185.4671
5,-113532.9838
6,-77098.0743
7,-38327.1144